ORCA calculation (ωB97M-V with the def2-TZVPD basis set) on a cluster of 2 separate species, CCl4O2S in total in a non-equilibrium geometry.

Last column: Mulliken charge in e.
Positions of all 8 atoms, in Å:
C -2.26 -0.67 -0.33  0.39
O 3.35 2.41 1.20  -0.37
O 1.67 1.52 -0.34  -0.35
S 2.54 1.30 0.79  0.72
Cl -2.46 0.74 0.63  -0.09
Cl -3.84 -1.26 -0.84  -0.10
Cl -1.36 -1.83 0.52  -0.09
Cl -1.31 -0.24 -1.80  -0.11

Calculated values
Max |F|   1.8 eV Å⁻¹
Gap between HOMO and LUMO   10.050 eV
Relative energy (zero: lowest compared OMol25 entry of this formula, charge and spin)   0.043 eV

=====

ORCA calculation (ωB97M-V with the def2-TZVPD basis set) on a cluster of 2 separate species, CH5N3O3S in total in a non-equilibrium geometry.

Last column: Mulliken charge in e.
Positions of all 13 atoms, in Å:
C -1.28 -1.41 1.62  0.48
N 0.41 0.23 2.50  -0.73
N 0.21 -0.61 -1.84  -0.45
N -0.44 -0.60 1.83  0.15
O -2.12 -2.01 1.08  -0.47
O 0.84 0.99 -0.16  -0.63
O -0.33 1.85 -2.26  -0.39
S -0.33 0.77 -1.04  0.63
H 0.41 1.11 2.02  0.32
H 1.41 -0.20 2.43  0.28
H -0.38 -1.30 -2.23  0.25
H 1.09 -0.80 -1.38  0.27
H 0.51 1.97 -2.58  0.29

Calculated values
Max |F|   4.1 eV Å⁻¹
Gap between HOMO and LUMO   9.585 eV
Relative energy (zero: lowest compared OMol25 entry of this formula, charge and spin)   1.560 eV